A) ORCA calculation (ωB97M-V with the def2-TZVPD basis set) on C3H7NOS in the gas phase.

Values from the calculation:
Highest occupied orbital energy = -0.3364 Ha
Kohn-Sham gap = 9.8231 eV
Structure (SMILES) = CSC(=O)CN

Each atom is followed by the atoms it is bonded to, with distances in Å.
Element x y z (Å)
1 C -1.883 0.105 -1.896  S2 1.859, H7 1.146, H8 1.120, H9 1.083
2 S -0.069 -0.091 -1.540  C1 1.859, C3 1.760
3 C 0.027 -0.310 0.204  S2 1.760, O4 1.231, C5 1.515
4 O -0.923 -0.592 0.935  C3 1.231
5 C 1.446 -0.038 0.659  C3 1.515, N6 1.445, H10 1.104, H11 1.085
6 N 1.553 0.021 2.099  C5 1.445, H12 1.026, H13 0.983
7 H -2.193 1.163 -1.582  C1 1.146
8 H -2.325 -0.686 -1.237  C1 1.120
9 H -1.978 0.004 -2.971  C1 1.083
10 H 1.991 -0.945 0.342  C5 1.104
11 H 1.948 0.801 0.190  C5 1.085
12 H 0.670 -0.382 2.432  N6 1.026
13 H 1.735 0.950 2.363  N6 0.983

B) ORCA calculation (ωB97M-V with the def2-TZVPD basis set) on C3H7NOS in the gas phase.

Values from the calculation:
Highest occupied orbital energy (alpha / beta) = -0.3160 / -0.3263 Ha
Kohn-Sham gap (alpha / beta) = 8.5248 / 8.6659 eV

Each atom is followed by the atoms it is bonded to, with distances in Å.
Element x y z (Å)
1 C 1.005 1.180 -0.823  C2 1.726, H7 1.077, H8 1.085
2 C -0.079 -0.151 -0.640  C1 1.726, C3 1.481, S6 1.755
3 C 0.679 -1.404 -0.416  C2 1.481, H9 1.076, H10 1.171, H11 1.028
4 N -1.761 0.908 1.076  S6 1.680, H12 0.973, H13 1.014
5 O -2.548 -0.575 -0.728  S6 1.434
6 S -1.683 0.557 -0.566  C2 1.755, N4 1.680, O5 1.434
7 H 0.724 2.068 -1.364  C1 1.077
8 H 2.086 1.185 -0.720  C1 1.085
9 H -0.047 -2.169 -0.632  C3 1.076
10 H 0.832 -1.689 0.710  C3 1.171
11 H 1.568 -1.565 -0.905  C3 1.028
12 H -2.141 0.328 1.757  N4 0.973
13 H -1.385 1.773 1.449  N4 1.014

Which structure wins on stability? A) wins.